A structure of composition C21H36BeBrCaCl5CsF8N2O6P in a non-equilibrium geometry. Source: the Open Molecules 2025 dataset; level of theory: wB97M-V/def2-TZVPD.

Geometry as ORCA input:
```
! RIJCOSX wB97M-V def2-TZVPD def2/J DEFGRID3
* xyz 0 1
H 2.38423 0.38197 2.35121
C -2.82872 3.72490 1.07023
C -2.62181 0.04467 1.50480
O -1.17835 2.20526 2.15095
F 8.49570 -2.97354 -3.33818
H 1.61610 0.79398 -3.72589
C 0.28997 2.61493 -1.95880
C 2.18978 0.74544 -2.70506
H -3.80110 0.06389 1.53043
H -7.49222 2.18355 0.98847
O -3.33922 2.35931 1.42990
Br -5.36625 -0.40900 -0.90869
H -4.72497 -5.18117 0.32277
C -6.83952 2.95325 0.56742
H 2.60777 2.99515 -2.11613
H 1.58077 -0.63466 3.72037
H 2.25340 -1.35504 -2.50052
C 0.12560 1.53058 2.18073
C -7.42390 3.47158 -0.73648
C -1.94817 2.02763 -0.43255
C -2.51239 -4.62031 0.12643
H 2.34379 -0.51763 -0.97916
Cl -5.06942 -4.73474 3.39770
C -0.61478 1.46727 -1.22391
H -0.66566 -4.54877 1.54325
C -1.30303 -3.80221 0.86873
C 1.87592 2.09757 -1.83338
H 6.98449 -0.97916 -3.79912
N 1.93448 -0.53490 -1.93973
F 10.31442 -3.45154 -2.26891
H -0.91000 -0.94186 0.16524
H -2.48600 -4.50144 -1.06057
F -1.20937 -0.66348 5.06276
H -6.74584 3.77256 1.28559
F 10.22873 -3.69136 -4.41584
H 1.40133 2.58728 3.76027
H 2.08019 1.89771 -0.67469
F 9.11291 -1.20024 -3.33975
O -3.09133 4.91115 1.62343
Cs -0.03262 4.31027 0.86976
H 0.27503 3.67215 -1.46174
H -4.20547 2.52344 -1.03228
H -2.31926 -5.78237 0.31890
H -4.34115 -3.25196 0.30534
H -0.90920 0.68550 -2.07755
H 0.05388 2.60750 -3.11107
H -2.65738 -2.57707 2.39894
C -4.01900 -4.30932 0.69072
F 10.62606 -1.88285 -4.72762
C 6.22935 -0.19606 -3.69350
Cl 5.89313 0.02624 -1.96804
Cl 1.78859 4.00621 2.42251
H -2.94496 2.47900 -2.43092
Cl 6.87081 1.29698 -4.39973
C -1.97149 -1.15936 0.60608
N -7.90861 3.90160 -1.81825
Be -0.58425 -0.84568 7.21586
O -3.19305 -0.34880 -2.78073
O -0.05488 1.26120 4.72916
C 0.88639 1.53672 3.63296
O -1.94775 3.49903 -0.12404
H 0.12976 0.85608 -0.51906
H 3.02102 0.63021 4.19672
H -5.85079 2.52238 0.38769
H -2.29306 -0.17428 2.63192
P 9.97447 -2.49419 -3.45086
H -3.96778 -4.30905 1.86630
C 2.10213 0.39456 3.51067
H -0.83143 -2.11616 2.33289
H 3.36126 0.76394 -2.93301
H 0.12947 0.42860 1.78479
H -0.55405 -3.45936 0.00540
C -2.10036 1.55228 1.16297
F 2.43119 -2.35380 4.09302
H 0.37546 0.55124 5.29380
Cl 4.76679 -0.71152 -4.55083
C -3.25610 1.93765 -1.41342
H 0.83154 2.14256 1.43725
C -1.75881 -2.44178 1.65996
Ca -2.30963 -2.33164 -2.09230
H -2.70588 -1.59581 -0.22743
F 11.07063 -1.76835 -2.61414
C -3.74753 0.43553 -1.82042
*
```

For the HOMO energy, the calculation gives -7.7 eV. As for the LUMO energy: -0.224 Ha. As for the energy: -8109.5629 hartree. Its frontier orbital gap is 1.625 eV.

=====

A structure of composition C21H36BrIIrN2O2SeSiTe in a non-equilibrium geometry. Source: the Open Molecules 2025 dataset; level of theory: wB97M-V/def2-TZVPD.

Geometry as ORCA input:
```
! RIJCOSX wB97M-V def2-TZVPD def2/J DEFGRID3
* xyz 0 2
H 1.63788 2.21887 -3.43558
O -2.15722 -1.52323 1.49864
C 2.39807 -4.79489 2.02579
C 2.49906 -4.66321 0.63867
H 2.70291 -6.08683 3.69958
H -2.57895 0.88543 2.39274
C -1.47119 2.55929 -2.45450
C 0.02673 4.93228 0.12674
H -2.66766 1.28048 -1.15128
C 2.78683 -5.98047 2.62745
Si 0.18389 2.37149 -1.32864
C 1.43440 4.93047 -1.91325
C 2.19805 3.74574 0.14989
H -0.47707 3.42211 -4.18383
C 3.26318 -7.03075 1.85816
C -2.24738 3.83181 -2.12873
C -1.94715 1.57787 1.84479
H 1.31660 -3.93625 3.69355
H -5.43955 -2.11253 2.62655
C 3.35183 -6.90197 0.48442
H -3.82150 -1.01328 3.85946
H -1.67643 4.71669 -2.40076
C 2.06495 -3.36849 0.03318
I -0.78618 2.60244 3.36362
N -4.48390 -2.26738 2.33514
H 1.69387 -3.48764 -0.98232
H 2.89201 -2.65400 0.01824
H 2.47905 1.57374 -2.02749
H -2.57394 2.34283 1.38816
H 1.89715 3.16665 1.02188
H -3.30764 1.46520 -2.78724
H 0.55758 5.77000 0.57838
H 3.01969 -5.61757 -1.19851
Se -0.27394 -2.18716 -3.28274
C 1.84538 -3.63307 2.79135
C -2.39135 1.36126 -2.20483
H 0.58889 5.19496 -2.54331
H -3.08342 -1.51038 1.17057
H 1.89111 5.85838 -1.56581
H 2.63664 -2.93043 3.07476
H -4.40284 -3.23666 2.04150
H 1.23903 0.62998 -2.81458
H -0.62320 1.66462 -4.23776
H 2.93320 3.16543 -0.40043
H -2.03578 2.67311 -4.52440
C -2.16054 -1.80181 2.79662
H -2.49657 3.88463 -1.07202
H -0.77966 5.34119 -0.47133
H -3.17917 3.85296 -2.69764
H 3.55217 -7.95515 2.33386
Te 0.52894 -2.68931 1.36290
H 2.68255 4.65672 0.50110
C -1.12037 2.58158 -3.93792
C -3.54467 -1.96850 3.40491
H 3.71662 -7.72169 -0.11465
C -0.28373 -1.49914 -1.70708
N -0.25813 -1.05626 -0.60765
H -0.40041 4.34074 0.92989
Br 1.84233 -0.01302 1.76285
H -1.91199 0.43150 -2.50176
O -1.13325 -1.92417 3.41809
C 1.51624 1.63912 -2.52617
H -3.47042 -2.70834 4.21111
H 2.16220 4.39998 -2.51914
C 0.98943 4.10258 -0.71413
C 2.97159 -5.71692 -0.12420
Ir -0.31487 0.81834 0.49516
*
```

For the HOMO energy (spin up / spin down), the calculation gives -6.9 / -6.7 eV. As for the LUMO energy (spin up / spin down): -0.099 / -0.097 Ha. As for the energy: -7016.6412 hartree. Its energy relative to the best compared isomer or geometry (same formula, charge and spin) is 24.5 kcal/mol. Its frontier orbital gap (spin up / spin down) is 4.185 / 4.071 eV.

=====

A structure of composition C21H36Cl19GaNO4 in a non-equilibrium geometry. Source: the Open Molecules 2025 dataset; level of theory: wB97M-V/def2-TZVPD.

Geometry as ORCA input:
```
! RIJCOSX wB97M-V def2-TZVPD def2/J DEFGRID3
* xyz -1 1
H -0.14668 2.73795 5.47699
H -1.50944 2.91347 0.59380
H 0.66428 0.80496 -0.54880
Cl 4.45920 -6.17898 1.03971
H -3.79027 3.13794 1.02549
H -1.10360 -2.00471 1.87580
Cl 3.61061 2.73292 0.26958
H 5.03148 -1.00949 -0.53159
C 0.12142 2.04916 4.67535
O -0.16612 -0.32165 4.56574
Cl 9.44215 -1.27752 -3.18198
C 4.50069 -0.73600 0.37268
H 3.72654 -1.99927 1.94593
C -4.16845 1.65420 -0.45579
O -6.46962 -0.79142 -2.85938
H -1.56028 0.69987 -0.74825
C 8.06239 -2.04989 -2.38756
Cl -2.89781 -3.22396 -3.50610
H 4.12012 -2.82964 0.46535
H -1.03042 -2.16642 4.53834
H 0.48035 1.90169 0.79680
H 3.73599 1.01515 -5.16775
H 4.07617 -5.76832 -1.22826
Cl 3.98518 0.42657 -2.92554
H 1.16688 1.77841 4.74502
O -1.96890 0.95524 5.08508
Cl 1.56076 0.46248 -4.50026
H -4.51876 -1.86897 -4.51244
C 4.47331 3.62449 1.51287
H 5.09806 2.92165 2.04920
H 8.34230 -3.06640 -2.14422
Cl 5.93780 -7.19029 -1.24978
Cl -4.77446 3.83114 -3.21590
H 2.92115 -0.27153 3.32933
H -5.59822 0.61633 0.76786
C -7.51614 -1.36824 -0.78055
H -6.74480 5.08219 -3.14540
H -4.75862 2.47849 -0.84144
H -3.44663 1.39761 -1.22422
O -6.26203 0.67687 -1.17832
H -8.55332 -1.34845 -1.09848
Cl 3.73205 -1.32408 -5.23523
N 2.32285 0.36637 2.81898
H -0.08183 2.55679 3.73587
H -7.12247 -2.37868 -0.82789
H -3.96382 1.55203 1.70882
H 0.24572 -2.72021 2.71912
C -5.16956 0.53605 -0.23135
C -5.84451 5.05909 -2.54745
H -7.43801 -0.99941 0.23774
C 3.67872 -1.91396 0.86078
Cl -2.90641 -2.12271 -6.19558
C 0.22390 0.89866 0.44827
H -4.70803 -0.45055 -0.30042
H 2.23378 -1.29051 -0.58374
Cl 5.84159 -4.33232 -0.71560
C 4.96412 -5.85431 -0.61672
Cl 5.68969 -0.14094 1.57957
Cl -2.86539 -0.34971 -3.89364
C -0.27824 -1.77697 2.55358
H -1.73948 1.94990 2.01720
C -3.51790 2.09166 0.87455
C -6.69791 -0.49887 -1.70624
H -1.65825 -0.11389 0.82504
C -3.43661 -1.88777 -4.52493
H 1.77524 -2.78272 0.28775
Cl -5.09555 6.65747 -2.62694
Ga 1.07967 -0.54190 1.62522
Cl 3.34961 4.35184 2.66101
Cl -6.30368 4.67256 -0.88593
C -0.78484 0.85453 4.79385
H 2.93506 0.92765 2.24022
Cl 6.66960 -2.09936 -3.46977
H -1.93912 -0.96572 3.66735
C -1.32602 0.78997 0.31237
C -1.98816 2.00287 0.95359
C 2.21655 -1.79067 0.39027
C 3.30769 0.24811 -4.53739
Cl 5.52381 4.85792 0.79619
H 3.82784 0.07608 0.12261
Cl 7.64459 -1.22384 -0.88848
C -0.92852 -1.31807 3.85844
*
```

For the HOMO energy, the calculation gives -4.5 eV. As for the LUMO energy: 0.072 Ha. As for the energy: -11845.9371 hartree. Its energy relative to the best compared isomer or geometry (same formula, charge and spin) is 0.0 kcal/mol. Its frontier orbital gap is 6.448 eV.

=====

A structure of composition C21H36Cl2FeN3O4 in a non-equilibrium geometry. Source: the Open Molecules 2025 dataset; level of theory: wB97M-V/def2-TZVPD.

Geometry as ORCA input:
```
! RIJCOSX wB97M-V def2-TZVPD def2/J DEFGRID3
* xyz -1 5
C 3.12447 0.12574 -2.51107
N -1.02467 -4.11460 -0.33546
H 3.97710 -0.01905 -3.19044
H -1.87494 1.24947 -8.30122
H 3.68077 -0.43054 0.80726
C -2.43804 1.83980 -0.65192
H -1.43521 -5.26015 1.37669
H -2.66046 1.28424 -1.57204
C 0.15941 2.09972 2.98928
H -2.85783 -4.81847 0.42106
H -3.59048 1.34766 3.15182
H -0.68218 2.17476 3.68957
C 1.32505 -1.28336 4.05488
H -2.03258 -3.56628 1.41380
C -0.76576 -5.15898 -1.31695
H 0.06335 1.14635 5.73649
H 1.73528 1.65236 5.36612
C 1.04938 0.79574 5.39915
H 1.64823 -1.59523 5.04565
H -1.52198 3.33949 -9.63518
H 2.07860 4.13845 -7.37597
Fe -0.01700 0.30501 -0.41594
H 0.45289 -1.88241 3.75496
H 1.70593 2.05954 -6.05379
O 2.10172 -1.27595 -0.23222
H 4.36096 2.13616 -1.02165
N 3.64462 0.15332 -1.15426
C 0.29735 3.87434 -8.58082
C -1.97941 0.89246 0.38071
Cl 1.19665 2.15694 -0.37094
H 5.53438 0.91160 -1.59120
H 1.42725 0.07395 6.12294
H 0.05702 -2.73084 -1.40365
H -1.70971 -5.51674 -1.75534
O 0.37062 -0.02971 -5.30750
H -1.23824 -0.27666 -6.52831
C -0.81534 3.06196 -8.84618
C 0.60469 0.67664 2.94048
H -0.25575 -6.00999 -0.84362
H -2.05278 -0.38341 2.05814
H -0.14005 2.45372 2.00117
O 0.61834 -0.04446 1.92024
H 2.64807 1.08720 -2.75934
O -0.88483 -1.91577 0.24639
C 1.00207 2.35231 -6.83278
C 3.11208 -0.55948 -0.14111
C 4.71031 1.10210 -0.89306
H 1.00216 2.70547 3.34464
H -4.52348 0.13917 2.26464
C 1.20834 3.51497 -7.57817
H 0.45441 4.78368 -9.15953
H -1.60460 2.51265 -0.89307
H 2.13662 -1.44468 3.33434
C -0.34655 0.32282 -6.23579
C -0.12144 1.54332 -7.07660
H -4.25145 1.74065 1.54714
Cl -0.37270 -0.41241 -2.49302
H 5.05869 0.95497 0.13446
H 2.38951 -0.67537 -2.63948
N 0.98632 0.11740 4.11204
C -0.58665 -2.86068 -0.51298
C -1.88840 -4.45158 0.78734
C -1.01794 1.89698 -8.09986
H -0.12877 -4.74270 -2.10789
C -3.79379 0.94896 2.14899
H -3.31266 2.42744 -0.36014
C -2.52106 0.44088 1.49473
*
```

For the HOMO energy (spin up / spin down), the calculation gives -2.2 / -2.8 eV. As for the LUMO energy (spin up / spin down): 0.087 / 0.087 Ha. As for the energy: -3471.1769 hartree. Its frontier orbital gap (spin up / spin down) is 4.576 / 5.122 eV.

=====

A structure of composition C21H36ClN2O2 in a non-equilibrium geometry. Source: the Open Molecules 2025 dataset; level of theory: wB97M-V/def2-TZVPD.

Geometry as ORCA input:
```
! RIJCOSX wB97M-V def2-TZVPD def2/J DEFGRID3
* xyz -1 1
Cl -0.30916 2.85602 -1.02532
H 6.45984 -1.12998 -5.59432
H -1.17316 -1.85098 0.25368
C 2.78284 -1.07698 -3.32632
H 2.06284 -3.53598 0.45068
H -4.37716 1.79302 2.67368
C 1.78784 -0.17898 -0.49332
H -8.00516 1.53802 4.17368
H -0.13616 -0.67598 -0.81732
H -2.77816 0.29302 0.28468
H 2.93184 -1.31598 -5.36432
H 4.92584 -0.23198 -6.26232
H 1.12084 0.08202 -1.35732
H 0.03184 1.02602 1.30168
O -6.88116 1.72602 2.34168
N 4.77884 -1.41798 -4.54432
H 6.41484 -1.92198 -3.59932
C -6.20716 2.78502 2.87268
H 0.60884 0.80502 0.83668
H 0.50384 -0.00398 2.78068
C -3.92616 2.54302 0.20968
H -1.78916 1.38202 -0.57732
H -4.30116 3.70502 2.53568
C -1.84016 0.92702 0.35668
H -0.98516 -0.22698 1.92368
C 1.61984 -0.32698 3.14468
H 1.94484 0.46802 3.77168
C 0.83084 -1.66098 0.66468
H -8.80116 2.28202 2.88768
C -8.00216 1.46802 3.12968
H 5.86484 -1.11398 -1.41332
H 1.85684 -2.51998 -1.09232
H -6.45316 3.78902 2.70368
H -2.98916 3.22402 0.21768
H 4.56784 -2.16198 0.17868
C -0.63416 0.22102 1.02268
H 3.76384 -1.60998 2.49568
H 1.77484 -0.98498 0.79668
C 5.05784 -1.12498 -2.24132
H 0.74084 -2.24098 1.59968
H 1.62284 -0.90298 -3.38732
C 3.71084 -1.44298 0.46868
O -5.09016 2.79402 0.90368
C 3.26584 -1.03198 1.65168
H -2.37716 1.75002 0.62368
C -0.23716 -1.04198 0.25368
H 5.27384 -2.08798 -6.54432
C 3.57984 -1.01098 -2.05032
C -4.90916 2.83302 2.28668
H -8.52016 0.69702 2.66068
C 1.48684 0.18602 0.78068
C 1.29984 -2.92998 -0.10132
H 1.75884 -1.42798 3.46068
N 2.26284 -0.17298 1.81468
H -4.08616 2.32902 -0.79332
H 0.46384 -3.43598 0.00268
C 5.36784 -1.29098 -5.88832
H -3.81616 1.51802 0.62068
C 5.61484 -1.45998 -3.44832
H -5.98216 2.58102 3.98568
C 3.41784 -1.19298 -4.45232
C 3.04884 -0.85898 -0.74832
*
```

For the HOMO energy, the calculation gives -2.0 eV. As for the LUMO energy: 0.096 Ha. As for the energy: -1541.0297 hartree. Its energy relative to the best compared isomer or geometry (same formula, charge and spin) is 214.9 kcal/mol. Its frontier orbital gap is 4.595 eV.

=====

A cluster of 3 separate species, C21H36F8N5O7S in total in a non-equilibrium geometry. Source: the Open Molecules 2025 dataset; level of theory: wB97M-V/def2-TZVPD.

Geometry as ORCA input:
```
! RIJCOSX wB97M-V def2-TZVPD def2/J DEFGRID3
* xyz 1 1
N -4.11806 -4.45820 -1.61540
C -3.35988 -0.03554 0.72944
H -3.55461 -5.02574 -3.54720
C 2.59018 -0.86931 6.35651
N -2.85755 3.25700 -1.10184
C -1.05186 0.86495 2.87044
C -1.87993 -0.46769 -0.02525
F 1.74626 -0.67925 -4.44909
H 1.05150 2.67981 -1.09165
C 1.19703 -1.01330 0.92669
F 0.18525 -2.41051 -4.18329
H 2.92918 -2.31231 1.40819
H 1.98793 4.26756 -2.87574
H -3.12844 3.98076 -1.77285
C -0.94163 1.50958 -1.28928
H 2.57286 -0.04252 5.64891
C -0.76454 1.58569 1.48136
H -3.29983 -3.29303 -3.16784
N 4.08327 1.53079 3.34001
C 1.08211 3.83514 -3.43695
C -2.37606 2.01860 -1.78974
H -3.60377 3.04155 -0.43377
H -4.67925 -2.20248 1.00673
C -3.96960 -4.14417 -3.06066
C 0.40034 -1.09539 -4.58233
H -1.07585 4.15570 -3.07986
N -0.10468 0.68594 -2.27052
H -2.23446 -0.63452 -1.08919
H 3.13715 1.94009 3.20057
C 2.56172 -1.71158 0.49578
H 1.51339 0.76899 -0.23176
C 0.46221 -0.54896 -1.55963
C -4.57900 -1.17987 0.53410
F 0.55736 2.14071 1.60563
H -0.39050 3.61410 -0.48061
H 1.32015 -0.48699 1.94385
H 5.03021 -0.34443 2.84381
O -3.74586 -0.88299 1.89421
F -2.31988 1.30415 3.33777
H -1.64587 -1.41076 0.56038
C -0.06569 2.88675 -1.29495
C -0.84506 0.73325 0.15692
F -0.12613 1.32070 3.83627
F -1.60942 2.74267 1.48585
H -4.95938 -3.90774 -3.44861
C 4.05363 0.19507 2.61273
N 2.44673 -2.14526 5.60704
F 0.12113 -0.98787 -5.96121
F -1.07256 -0.51445 2.90170
H 1.75403 -0.80093 7.05098
H -3.67322 1.11569 0.70240
H 3.17251 1.36659 0.93778
C -0.11940 3.66987 -2.67487
O -3.50557 -3.75836 -0.81995
C 0.61682 0.06159 -0.08652
H 0.79723 1.12536 -2.58460
H 3.54145 -0.90448 6.88535
H -3.22180 1.24544 -1.66131
H 1.12798 3.51876 -4.52628
C 3.94620 0.53891 1.05039
H 4.95691 1.01311 0.75792
H 4.72455 -1.32630 0.13311
O 2.44804 -3.16940 6.26039
H -3.92335 -1.61293 -0.33552
C 3.74951 -0.72182 0.09125
O 2.33837 -2.07499 4.39151
H -2.41737 2.27420 -2.91165
O -4.84040 -5.39080 -1.32854
O -0.89043 1.27286 -4.75349
H 0.42103 -1.84189 1.12754
O -2.11976 -0.52317 -3.68374
S -0.78574 0.13346 -3.76800
H 4.69023 2.12702 2.74092
H -0.04211 -1.55002 -1.73114
H 1.54101 -0.77265 -1.89759
H 3.12818 -0.34362 3.01500
H 2.33820 -2.50112 -0.31507
H 3.57668 -0.42509 -1.01194
*
```

For the HOMO energy, the calculation gives -11.1 eV. As for the LUMO energy: -0.158 Ha. As for the energy: -2818.3653 hartree. Its energy relative to the best compared isomer or geometry (same formula, charge and spin) is 199.5 kcal/mol. Its frontier orbital gap is 6.845 eV.

=====

Q: Which of these has the highest energy?
A: C21H36ClN2O2